(1)
128
Properties=species:S:1:pos:R:3 method="wB97M-V/def2-TZVPD" orbital_gap_ev=7.9 de_lowest_kcal_mol=0.0 charge=+3
O 60.82 0.73 -13.16
N 60.23 2.91 -16.22
N 60.09 -3.22 -9.19
N 59.97 -4.10 -16.21
N 61.86 3.42 -10.37
C 61.35 4.70 -8.21
C 64.63 3.95 -13.02
C 60.64 -5.08 -15.18
C 62.76 3.18 -16.64
C 63.12 3.12 -11.23
C 57.65 -2.73 -8.27
C 60.46 -4.15 -7.98
C 61.56 3.42 -15.63
C 60.89 -3.66 -10.42
C 59.44 5.14 -17.14
C 62.02 -1.61 -8.69
C 60.04 -0.30 -12.61
C 61.70 1.13 -17.50
C 61.06 -3.05 -16.73
C 60.56 2.21 -8.50
C 59.60 -4.94 -17.41
C 59.35 5.99 -18.42
C 62.78 -2.12 -9.92
C 61.42 -4.30 -14.19
C 62.38 -3.50 -10.23
C 60.99 3.34 -7.56
C 60.66 4.00 -11.20
C 57.07 -1.48 -15.79
C 57.68 -2.73 -16.48
C 61.48 2.06 -9.70
C 58.55 -3.30 -9.44
C 62.96 1.71 -16.90
C 63.43 4.27 -12.25
C 60.47 1.44 -16.62
C 58.70 -3.38 -15.51
C 59.78 3.72 -17.47
C 60.47 -1.77 -8.80
C 62.41 -3.30 -14.73
C 58.53 -0.07 -12.59
C 56.15 -2.64 -8.56
C 61.88 -2.25 -15.67
C 59.09 3.02 -15.18
C 62.35 4.46 -9.32
H 63.43 5.26 -11.80
H 61.04 4.96 -11.56
H 58.14 3.10 -15.71
H 59.38 3.89 -14.59
H 57.84 -1.02 -15.17
H 65.55 4.02 -12.45
H 60.59 -2.35 -17.43
H 62.43 1.79 -9.23
H 62.59 3.73 -17.56
H 58.29 -2.43 -17.34
H 55.47 -2.96 -7.76
H 58.34 -4.35 -9.64
H 60.65 -4.69 -10.66
H 60.35 1.21 -8.12
H 60.40 5.14 -8.52
H 61.70 0.04 -17.47
H 56.27 -1.67 -15.07
H 60.24 -5.12 -8.41
H 59.91 -1.07 -9.43
H 62.95 2.19 -11.77
H 59.12 -2.65 -14.81
H 61.87 2.95 -7.04
H 63.25 4.13 -8.81
H 61.85 5.40 -7.55
H 58.84 6.95 -18.42
H 59.88 -5.67 -14.68
H 63.23 1.04 -16.09
H 56.78 -0.73 -16.53
H 61.74 2.80 -14.75
H 55.74 -1.65 -8.77
H 57.87 -3.42 -7.45
H 58.98 -5.78 -17.10
H 63.67 3.67 -16.28
H 62.58 -1.49 -16.02
H 56.94 -3.48 -16.76
H 62.68 -1.47 -10.79
H 60.26 3.47 -6.77
H 60.75 -3.88 -13.44
H 61.14 -1.67 -15.11
H 60.58 -2.96 -11.20
H 57.91 -1.76 -7.84
H 61.76 -3.59 -17.35
H 62.97 -3.82 -11.09
H 57.92 -0.97 -12.50
H 58.47 5.23 -16.67
H 55.85 -3.26 -9.41
H 64.67 2.93 -13.40
H 58.24 0.30 -13.58
H 63.06 -3.99 -15.26
H 58.99 -4.31 -18.06
H 63.85 1.56 -17.52
H 62.21 -2.17 -7.78
H 60.20 -1.21 -13.20
H 59.81 -3.85 -7.15
H 62.58 5.38 -9.87
H 60.54 3.32 -12.04
H 63.02 -2.83 -13.96
H 61.47 4.47 -15.38
H 61.33 -5.67 -15.79
H 62.00 -4.91 -13.50
H 60.49 -5.19 -17.99
H 59.56 2.50 -8.82
H 60.13 5.56 -16.41
H 62.75 -4.18 -9.46
H 58.13 -4.13 -14.95
H 60.36 -0.48 -11.59
H 60.49 3.65 -18.30
H 61.46 -4.10 -7.55
H 62.57 4.16 -12.91
H 64.54 4.60 -13.89
H 59.26 2.20 -14.48
H 64.02 2.88 -10.66
H 59.81 4.11 -10.52
H 58.16 0.56 -11.79
H 61.13 1.28 -10.37
H 58.86 5.48 -19.25
H 60.11 -1.69 -7.77
H 58.82 3.25 -17.65
H 60.56 0.73 -15.79
H 60.38 6.22 -18.67
H 63.86 -2.14 -9.80
H 61.56 1.43 -18.53
H 59.57 1.05 -17.11
H 62.39 -0.62 -8.44
H 58.41 -2.67 -10.32

(2)
174
Properties=species:S:1:pos:R:3 method="wB97M-V/def2-TZVPD" orbital_gap_ev=8.4 charge=+1
P -0.51 -1.85 -4.30
P 1.84 -2.91 -2.46
O 7.92 -2.52 9.20
O -1.79 3.64 7.03
O 4.37 0.16 10.82
O 3.16 -1.02 7.44
O -8.23 5.16 -2.98
O -5.37 -0.74 -5.41
O 4.85 -6.18 -0.83
O 1.43 -0.45 -6.78
O -0.60 0.12 4.09
O 2.93 -5.32 -1.26
O 1.82 -8.79 -6.45
O -9.38 -2.08 -2.80
O -6.28 8.11 6.55
O -0.05 -0.71 10.09
O 2.74 4.76 -7.21
O -0.68 -2.77 10.25
O 2.42 3.49 -5.50
O -6.05 6.95 4.75
O 8.08 -0.70 8.07
O -9.16 -0.19 -1.81
O -5.49 4.13 4.27
O 4.36 1.92 9.58
O 0.62 -4.00 -2.37
O -5.15 1.15 -4.40
O -6.82 3.88 2.60
O -2.41 1.59 7.22
O -6.58 5.38 -1.60
O 2.28 -7.16 -7.79
O 1.54 -1.98 6.39
N 1.50 -7.92 -7.23
N 2.07 -1.02 6.92
N 7.15 2.77 -3.24
N -9.75 -1.23 -2.02
N 3.65 -6.20 -0.80
N -6.56 7.18 5.83
N -5.88 4.41 3.15
N -5.73 0.11 -4.62
N -0.80 -1.64 9.83
N 7.44 -1.57 8.61
N -2.53 2.72 6.79
N 2.60 3.68 -6.69
N -0.73 0.11 0.83
N 4.59 1.34 10.62
N -7.07 5.01 -2.65
N 2.14 -1.49 -4.63
C 1.66 3.37 2.79
C 1.50 -3.01 -6.82
C 7.23 1.44 -2.59
C 5.96 -1.46 8.55
C 5.93 0.67 -2.88
C 0.06 -7.75 -7.54
C -3.06 -1.70 -3.04
C 1.32 0.26 6.90
C 1.12 -1.41 -3.46
C -11.01 -1.49 -1.28
C 1.42 0.00 -2.84
C 2.63 2.47 -7.56
C -0.69 -0.31 -0.59
C -0.78 0.89 -1.54
C 4.38 -0.38 -5.25
C 2.11 -2.42 -0.71
C -5.15 5.47 2.41
C -3.70 2.98 5.89
C 0.35 1.10 -2.57
C -1.74 -2.47 -3.05
C -7.63 6.26 6.29
C -1.29 -0.33 -4.97
C 5.19 2.13 11.72
C 0.31 2.32 4.50
C 0.54 -0.03 1.55
C 1.51 2.25 1.98
C 2.97 -7.37 -0.17
C -7.00 -0.17 -3.87
C 1.06 3.39 4.03
C 6.13 -0.78 -3.36
C 0.76 1.17 2.44
C -1.95 -1.36 8.94
C 3.20 -0.49 -4.31
C 0.16 1.20 3.69
C 2.37 0.70 -3.87
C 5.64 -1.11 -4.78
C 2.47 -4.13 -6.38
C -6.16 4.33 -3.60
B 1.64 -1.64 -6.09
H 1.81 1.16 -4.67
H -7.77 5.48 5.55
H 5.34 1.48 12.58
H 1.68 1.97 -7.44
H -5.61 5.59 1.43
H 0.93 1.95 -2.22
H 1.95 2.19 0.99
H -0.22 -6.74 -7.25
H -6.72 4.06 -4.49
H 3.74 -8.05 0.19
H 2.67 -2.38 -4.53
H -2.16 -0.68 -5.54
H -0.18 2.34 5.47
H 2.23 -0.29 -7.30
H -0.50 -8.48 -6.97
H -6.85 -1.08 -3.31
H -7.20 0.67 -3.22
H -11.20 -0.65 -0.62
H 2.35 -7.83 -0.92
H 5.34 1.29 -3.55
H -4.59 2.75 6.46
H 4.18 -0.70 -6.28
H -3.59 2.31 5.04
H -0.07 1.45 -3.50
H 0.54 -0.92 2.19
H -4.12 5.15 2.32
H 6.14 2.53 11.36
H 2.99 1.48 -3.43
H -3.56 -1.78 -4.00
H 1.64 -2.82 -7.89
H -1.46 -0.40 1.30
H 2.05 -5.10 -6.63
H 1.00 -4.80 -1.98
H -10.87 -2.40 -0.71
H 5.68 -0.53 9.01
H 3.45 1.85 -7.20
H 4.50 2.94 11.96
H -1.59 -0.91 -0.72
H 2.83 -3.14 -0.32
H -1.63 0.38 -4.23
H 7.31 1.59 -1.51
H 2.04 0.02 -1.94
H 0.48 -3.39 -6.72
H -1.30 -2.60 -2.07
H -11.80 -1.61 -2.01
H -3.67 4.01 5.59
H -8.53 6.84 6.43
H 5.53 -2.31 9.07
H -7.30 5.84 7.24
H -1.96 -3.47 -3.40
H -1.93 -0.32 8.64
H 6.25 3.16 -3.00
H 2.23 4.21 2.40
H 5.65 -1.46 -2.66
H -2.86 -1.59 9.49
H -2.96 -0.64 -2.81
H -1.75 0.88 -2.04
H -7.79 -0.29 -4.61
H 5.68 -1.47 7.50
H 3.59 -0.85 -3.35
H 1.93 0.98 6.36
H 0.38 0.10 6.40
H 5.46 -2.18 -4.88
H -0.64 0.19 -5.68
H 0.15 -0.97 -0.80
H -0.08 -0.51 4.61
H -5.23 6.39 2.98
H -0.07 -7.90 -8.61
H 6.43 -0.89 -5.50
H 2.59 -4.15 -5.30
H 2.79 2.79 -8.58
H -5.36 5.02 -3.84
H 5.37 0.63 -1.94
H 1.37 -0.16 0.85
H 7.82 3.40 -2.81
H 4.62 0.68 -5.35
H 8.08 0.88 -2.98
H -3.70 -2.13 -2.27
H 1.16 0.57 7.93
H 2.56 -1.44 -0.59
H 7.19 -1.01 -3.31
H 3.47 -4.04 -6.80
H -5.77 3.44 -3.10
H -1.85 -2.02 8.08
H 2.38 -6.99 0.66
H 1.15 4.27 4.65
H 1.21 -2.54 -0.12
H -0.83 1.77 -0.90

(3)
170
Properties=species:S:1:pos:R:3 method="wB97M-V/def2-TZVPD" orbital_gap_ev="7.9 / 3.6" charge=+3 s2=0.77 multiplicity=2
S 8.08 11.77 -0.73
S 9.34 9.74 -0.27
S 9.18 7.85 10.00
S 13.91 15.68 0.90
S 14.51 10.74 1.55
S 8.59 8.37 7.89
S 14.58 17.35 -0.63
S 14.20 12.01 3.44
F 13.35 15.40 2.35
F 10.59 9.24 0.67
F 8.35 13.37 -0.43
F 13.35 13.26 3.97
F 9.17 6.55 10.92
F 13.45 9.77 0.77
F 13.92 18.74 -1.09
F 9.08 7.81 6.40
O 10.48 8.39 10.36
O 15.96 17.82 -0.54
O 9.21 9.71 7.96
O 15.33 11.33 0.50
O 13.94 11.13 4.60
O 7.89 8.55 10.49
O 7.15 8.35 7.69
O 15.50 12.62 3.37
O 15.18 15.02 1.00
O 8.29 8.83 0.19
O 12.86 15.12 0.09
O 10.85 16.81 3.90
O 9.52 12.57 4.19
O 6.81 11.53 -0.08
O 8.15 11.74 -2.18
O 14.11 16.54 -1.71
O 15.08 9.73 2.45
O 9.96 9.40 -1.59
N 5.27 9.77 3.68
N 12.06 13.40 -3.58
N 11.81 13.65 8.70
N 9.18 7.03 8.76
N 9.39 11.21 0.16
N 13.82 17.17 0.88
N 10.80 12.39 2.14
N 12.41 18.35 3.01
N 10.34 20.77 -1.97
N 13.37 11.77 2.23
C 5.87 9.65 5.09
C 10.53 14.23 9.37
C 10.59 13.90 1.92
C 6.52 11.02 5.43
C 8.94 21.36 -2.37
C 2.92 6.69 3.86
C 4.04 8.92 3.54
C 11.54 11.97 6.92
C 10.18 11.87 3.44
C 14.11 12.26 -2.43
C 10.29 19.09 4.32
C 10.12 19.73 -0.91
C 11.07 17.97 3.65
C 13.66 13.29 -3.55
C 13.52 18.15 4.11
C 5.93 12.04 4.48
C 11.64 21.35 -4.00
C 11.98 22.40 -2.90
C 12.04 11.27 8.24
C 11.33 21.93 -1.61
C 6.32 9.65 2.50
C 10.06 13.01 -5.17
C 10.40 10.38 3.78
C 9.10 13.56 8.93
C 9.44 18.37 -1.35
C 9.39 11.97 -6.05
C 4.26 7.36 3.54
C 9.85 17.26 -0.31
C 11.73 14.89 -3.87
C 11.71 13.51 7.10
C 11.36 12.56 -4.70
C 11.71 12.88 -2.15
C 4.83 11.28 3.79
C 11.98 12.26 9.37
C 12.93 12.17 -1.49
C 11.01 20.17 -3.28
C 13.09 14.54 9.05
C 8.31 14.49 8.04
H 11.53 23.38 -3.10
H 10.62 14.32 10.45
H 7.49 13.98 7.55
H 12.75 17.80 2.23
H 3.19 5.68 4.19
H 11.07 12.04 9.93
H 11.46 10.21 3.64
H 11.10 19.54 -0.47
H 9.55 20.27 -0.15
H 7.59 11.05 5.25
H 11.03 19.74 4.79
H 9.83 9.75 3.10
H 9.45 17.48 0.68
H 7.95 15.41 8.51
H 12.49 21.15 -4.65
H 5.05 9.38 5.76
H 9.04 22.29 -2.93
H 6.15 11.30 6.41
H 9.16 12.56 8.50
H 11.73 19.47 -2.85
H 3.40 9.22 4.37
H 10.64 14.94 -3.89
H 10.24 10.06 4.81
H 13.31 14.55 10.11
H 9.20 11.09 -5.43
H 9.34 13.28 -4.39
H 9.63 16.20 -0.45
H 10.36 19.61 -3.96
H 10.43 11.83 1.39
H 10.84 12.27 -1.90
H 9.64 18.68 5.10
H 6.94 8.77 2.64
H 12.70 13.74 6.70
H 11.27 11.52 -4.38
H 14.91 12.59 -1.78
H 12.68 11.13 -1.31
H 12.06 11.67 6.01
H 4.65 11.61 2.76
H 11.79 12.19 2.08
H 10.91 17.32 -0.07
H 2.37 7.10 4.71
H 4.75 7.11 2.60
H 8.37 18.51 -1.50
H 10.22 13.86 -5.82
H 13.55 19.17 4.49
H 11.55 10.36 8.59
H 8.30 20.71 -2.97
H 12.90 12.34 9.96
H 10.31 14.02 0.87
H 6.90 10.57 2.61
H 11.52 13.78 -1.57
H 13.04 22.57 -2.71
H 12.03 15.20 -4.88
H 12.03 12.80 -5.53
H 13.06 12.58 -0.49
H 10.67 15.24 8.99
H 14.02 12.93 -4.52
H 13.96 14.16 8.51
H 13.26 17.34 4.79
H 10.81 22.64 -0.97
H 9.95 11.76 -6.97
H 10.92 21.77 -4.70
H 9.65 19.65 3.64
H 10.48 11.75 6.76
H 8.92 14.85 7.21
H 13.12 11.10 8.18
H 9.76 18.07 -2.35
H 3.87 11.35 4.29
H 11.62 14.24 2.05
H 8.67 21.68 -1.37
H 12.84 15.54 8.70
H 4.89 7.20 4.42
H 6.59 8.83 5.08
H 9.86 14.36 2.58
H 12.43 19.34 2.78
H 8.39 12.23 -6.39
H 12.04 21.52 -0.89
H 2.31 6.59 2.97
H 3.45 9.25 2.67
H 10.87 14.10 6.73
H 12.10 15.58 -3.11
H 5.51 12.97 4.87
H 5.91 9.75 1.50
H 6.67 12.38 3.75
H 14.35 11.30 -2.89
H 14.46 17.85 3.64
H 14.17 14.24 -3.35
H 8.51 13.32 9.82